Entry from the OMol25 dataset: C13H52InN26O13 as an isolated structure in a non-equilibrium geometry (ωB97M-V/def2-TZVPD).

Atoms and positions in Å:
In (0.178, -0.067, -0.470)
C (-1.403, -2.830, 4.579)
O (-1.105, -2.718, 3.399)
N (-0.961, -2.112, 5.524)
N (-2.238, -3.682, 5.044)
H (-1.166, -2.312, 6.492)
H (-0.319, -1.366, 5.296)
H (-2.932, -3.958, 4.365)
H (-2.308, -3.698, 6.051)
C (2.515, 3.000, -2.185)
O (2.015, 2.011, -1.731)
N (1.885, 3.873, -2.891)
N (3.800, 3.312, -2.234)
H (0.945, 3.745, -3.237)
H (2.211, 4.808, -3.091)
H (4.454, 2.635, -1.869)
H (4.103, 4.016, -2.892)
C (-2.155, -1.581, -3.605)
O (-1.345, -1.350, -2.836)
N (-3.265, -0.963, -3.609)
N (-2.181, -2.476, -4.554)
H (-3.884, -0.873, -4.402)
H (-3.503, -0.347, -2.844)
H (-2.980, -2.515, -5.170)
H (-1.329, -3.018, -4.564)
C (-3.064, -2.629, 0.251)
O (-2.096, -2.066, -0.158)
N (-4.001, -3.034, -0.505)
N (-3.340, -2.959, 1.465)
H (-4.054, -2.660, -1.442)
H (-4.805, -3.431, -0.040)
H (-3.743, -3.879, 1.571)
H (-2.581, -2.533, 1.977)
C (-0.794, 3.767, 0.384)
O (-0.902, 2.675, -0.069)
N (-1.059, 4.147, 1.617)
N (-0.392, 4.832, -0.278)
H (-1.005, 5.075, 2.011)
H (-1.452, 3.554, 2.334)
H (-0.021, 4.687, -1.207)
H (-0.224, 5.695, 0.218)
C (2.268, 2.403, 2.361)
O (1.842, 1.602, 1.528)
N (2.940, 2.013, 3.451)
N (2.215, 3.707, 2.244)
H (3.155, 1.046, 3.650)
H (3.416, 2.682, 4.039)
H (1.914, 4.103, 1.365)
H (2.807, 4.259, 2.848)
C (-3.641, 1.338, -0.541)
O (-2.713, 0.710, -0.941)
N (-4.111, 2.373, -1.141)
N (-4.160, 1.221, 0.638)
H (-4.737, 3.066, -0.755)
H (-3.701, 2.489, -2.056)
H (-3.499, 0.694, 1.191)
H (-5.154, 1.188, 0.814)
C (-1.508, 2.512, -3.388)
O (-0.772, 1.632, -2.864)
N (-2.005, 2.381, -4.579)
N (-1.917, 3.539, -2.766)
H (-2.742, 3.030, -4.815)
H (-1.593, 1.757, -5.259)
H (-2.484, 4.248, -3.209)
H (-1.620, 3.522, -1.801)
C (-1.746, 0.450, 3.113)
O (-1.665, 0.096, 1.909)
N (-0.890, 1.264, 3.708)
N (-2.724, 0.083, 3.892)
H (-1.191, 1.733, 4.550)
H (-0.168, 1.741, 3.188)
H (-2.485, -0.291, 4.799)
H (-3.444, -0.448, 3.424)
C (4.321, -0.686, -0.350)
O (3.184, -0.653, -0.627)
N (4.986, -1.828, -0.314)
N (5.119, 0.301, -0.163)
H (4.562, -2.676, -0.662)
H (5.977, -1.779, -0.127)
H (6.072, 0.161, -0.467)
H (4.655, 1.198, -0.148)
C (2.147, -0.475, -3.959)
O (1.271, -0.612, -3.101)
N (1.935, -0.681, -5.232)
N (3.429, -0.321, -3.782)
H (2.708, -0.720, -5.880)
H (0.998, -0.693, -5.611)
H (3.779, -0.364, -2.836)
H (4.084, -0.328, -4.551)
C (2.284, -1.983, 2.773)
O (1.747, -1.605, 1.707)
N (3.431, -1.585, 3.105)
N (1.828, -2.863, 3.525)
H (3.787, -2.042, 3.932)
H (4.025, -1.021, 2.513)
H (1.041, -3.463, 3.322)
H (2.486, -3.247, 4.187)
C (0.687, -4.115, -0.548)
O (0.750, -2.910, -0.754)
N (-0.217, -4.932, -0.953)
N (1.525, -4.774, 0.220)
H (-0.082, -5.917, -0.775)
H (-1.158, -4.652, -1.190)
H (2.247, -4.228, 0.668)
H (1.001, -5.427, 0.785)

Computed properties:
Spin multiplicity   1
Relative energy (zero: lowest compared OMol25 entry of this formula, charge and spin)   0.0 kcal per mole
Gap between HOMO and LUMO   0.1607 Ha
Total charge   +3



Entry from the OMol25 dataset: one molecule with the formula C3H6N4 in a non-equilibrium geometry (ωB97M-V/def2-TZVPD).

Atoms and positions in Å:
C (0.338, -0.589, 0.229)
C (-3.764, -1.070, -0.229)
C (1.500, 0.250, -0.145)
N (-3.361, 0.030, -0.031)
N (-2.784, 1.105, 0.042)
N (-1.391, 1.010, 0.091)
N (-0.857, -0.223, 0.259)
H (0.437, -1.566, 0.466)
H (-4.184, -1.896, 0.431)
H (1.787, 0.166, -1.086)
H (2.342, 0.088, 0.591)
H (1.334, 1.375, -0.018)
H (-0.802, 1.528, -0.516)

Computed properties:
Spin multiplicity   1
Relative energy (zero: lowest compared OMol25 entry of this formula, charge and spin)   145.5 kcal per mole
Gap between HOMO and LUMO   0.3213 Ha
Total charge   0



Entry from the OMol25 dataset: C33H46OP2SiV as an isolated structure in a non-equilibrium geometry (ωB97M-V/def2-TZVPD).

Atoms and positions in Å:
P (-0.276, -1.930, -5.136)
P (0.260, 2.265, -4.644)
C (-0.611, -0.323, -6.019)
C (0.350, 0.961, -5.960)
H (-1.657, -0.039, -5.772)
H (-0.615, -0.626, -7.085)
H (1.413, 0.657, -6.093)
H (0.060, 1.546, -6.856)
C (-1.323, 3.074, -4.980)
H (-1.620, 3.761, -4.180)
H (-2.125, 2.343, -5.151)
H (-1.201, 3.665, -5.894)
C (1.569, 3.378, -5.182)
H (1.254, 3.827, -6.132)
H (2.494, 2.805, -5.323)
H (1.723, 4.169, -4.437)
C (-1.715, -2.927, -5.569)
H (-1.843, -3.744, -4.839)
H (-1.566, -3.368, -6.571)
H (-2.621, -2.298, -5.584)
C (1.168, -2.701, -5.978)
H (2.017, -2.006, -6.103)
H (0.838, -3.083, -6.955)
H (1.528, -3.545, -5.364)
V (-1.465, 0.465, -0.199)
C (0.692, 1.816, -2.968)
C (-0.715, 1.387, -2.573)
C (-1.236, 0.091, -3.067)
C (-0.864, -1.341, -2.579)
C (0.236, -2.200, -3.400)
C (1.653, -1.712, -3.445)
C (1.904, -0.324, -3.612)
C (1.626, 0.668, -2.454)
C (0.341, -0.995, 0.135)
H (1.028, 2.737, -2.459)
H (-1.415, 2.205, -2.564)
H (-0.831, 0.139, -4.063)
H (-2.343, 0.154, -3.138)
H (-0.573, -1.197, -1.518)
H (-1.791, -1.958, -2.552)
H (0.185, -3.278, -3.088)
H (2.440, -2.392, -3.142)
H (1.128, -0.065, -4.354)
H (2.906, -0.140, -4.054)
H (1.109, 0.214, -1.572)
H (2.576, 1.086, -2.059)
H (1.310, -0.800, 0.566)
H (0.588, -1.857, -0.492)
H (-0.272, -1.406, 0.926)
O (-0.537, 1.784, 0.908)
Si (-0.544, 1.681, 2.529)
C (-2.316, 1.371, 3.162)
C (-3.338, 1.133, 2.237)
C (-4.641, 0.869, 2.665)
C (-4.960, 0.868, 4.027)
C (-3.946, 1.118, 4.955)
C (-2.627, 1.347, 4.534)
C (0.551, 0.363, 3.404)
C (-0.013, -0.779, 3.985)
C (0.771, -1.677, 4.725)
C (2.144, -1.456, 4.886)
C (2.722, -0.356, 4.249)
C (1.934, 0.546, 3.516)
C (0.186, 3.365, 3.007)
C (-0.560, 4.302, 3.726)
C (-0.006, 5.566, 4.016)
C (1.280, 5.898, 3.568)
C (1.954, 5.017, 2.722)
C (1.408, 3.752, 2.436)
H (-3.125, 1.178, 1.145)
H (-5.406, 0.676, 1.919)
H (-5.989, 0.680, 4.334)
H (-4.196, 1.135, 6.016)
H (-1.855, 1.512, 5.288)
H (-1.082, -0.980, 3.869)
H (0.312, -2.543, 5.189)
H (2.757, -2.150, 5.467)
H (3.792, -0.185, 4.333)
H (2.404, 1.403, 3.032)
H (-1.583, 4.061, 4.028)
H (-0.580, 6.283, 4.594)
H (1.728, 6.864, 3.820)
H (2.912, 5.287, 2.274)
H (1.911, 3.075, 1.742)

Computed properties:
Spin multiplicity   4
Relative energy (zero: lowest compared OMol25 entry of this formula, charge and spin)   127.4 kcal per mole
Gap between HOMO and LUMO (alpha / beta)   0.1721 / 0.1695 Ha
Total charge   0



Among the records above, which one has the highest total charge?
C13H52InN26O13



Which of these has the highest total charge?
C13H52InN26O13



relative energy (zero: lowest compared OMol25 entry of this formula, charge and spin) of number 3 (C33H46OP2SiV)?
127.4 kcal per mole



Which of these has the highest total charge?
C13H52InN26O13